Molecular formula: C6H20IO6
Method: DFT, ωB97M-V/def2-TZVPD

Element x y z (Å)
I1 0.1143 0.6992 0.3085
O1 -0.1385 1.1856 2.9009
O2 2.6358 0.8344 -0.9152
O3 0.8170 2.7935 -0.9715
O4 -0.6931 -1.4185 -0.2411
O5 -0.6514 1.2498 -3.9730
O6 -1.4417 -3.5844 2.5880
C1 -1.0377 -1.7305 1.0949
C2 0.6671 2.5040 -2.3911
C3 2.9335 -0.5395 -0.8455
C4 -1.5069 0.9188 2.8707
C5 -0.6558 -3.1832 1.4645
C6 -0.5522 1.6141 -2.6253
H1 0.2110 1.2145 2.0072
H2 -1.4060 0.6620 -4.0537
H3 0.4172 -3.2737 1.6338
H4 3.9246 -0.7303 -1.2571
H5 2.1171 -1.0843 -1.3196
H6 -2.0346 1.7703 2.4412
H7 1.7565 1.0377 -0.5877
H8 1.5461 2.0116 -2.8071
H9 -1.7651 0.1111 2.1858
H10 -1.1488 -4.4382 2.9149
H11 2.9400 -0.8758 0.1913
H12 -0.6657 -0.9757 1.7878
H13 0.5965 3.4402 -2.9450
H14 -2.1223 -1.6324 1.0508
H15 -0.6393 0.7737 -1.9366
H16 0.5198 2.0013 -0.5180
H17 -0.4381 -0.4938 -0.2811
H18 -1.0561 -3.7944 0.6557
H19 -1.4153 2.2066 -2.3219
H20 -1.8277 0.7262 3.8945

**ΔE to the lowest compared entry with this formula, charge and spin**: 257.9 kcal/mol
**Net charge**: -1
**LUMO**: 3.0 eV
**Highest occupied orbital energy**: -4.105 eV

***

Molecular formula: C6H20N2O3
Method: DFT, ωB97M-V/def2-TZVPD

Element x y z (Å)
O1 -0.7210 -1.6746 3.6743
O2 1.8712 -0.4590 -3.2018
O3 -1.1299 -0.1925 -2.4925
N1 -0.8451 0.3462 0.0785
N2 0.7398 2.2325 -1.4440
C1 -1.5050 1.4468 0.8485
C2 0.6430 0.3621 0.4026
C3 -0.1467 -1.9850 0.4143
C4 -1.3397 -0.9871 0.5499
C5 1.1009 -1.0745 0.3748
C6 1.5105 1.4174 -0.4874
H1 0.6563 0.8610 1.3625
H2 2.0168 1.9875 0.3032
H3 -1.7507 1.1678 1.8709
H4 -2.4581 1.7197 0.3760
H5 1.6702 0.1973 -2.5338
H6 1.6201 -1.1164 1.3077
H7 0.1685 -2.0276 3.6635
H8 0.0749 1.6148 -1.8838
H9 -0.2662 -0.1734 -2.0802
H10 2.2830 0.8078 -0.9853
H11 -0.3416 -2.6262 -0.4626
H12 0.1993 2.9213 -0.9361
H13 -0.7630 -0.8172 4.1156
H14 -2.2139 -1.1708 -0.0914
H15 1.3820 -0.3038 -4.0169
H16 -1.6753 -1.0187 1.5767
H17 1.6813 -1.3111 -0.5248
H18 -1.6646 0.2763 -1.8484
H19 0.0098 -2.7126 1.2244
H20 -0.8066 2.2919 0.8456

**ΔE to the lowest compared entry with this formula, charge and spin**: 31.3 kcal/mol
**Net charge**: 0
**SMILES**: CN1CCC[C@H]1CN.O.O.O
**LUMO**: 0.4 eV
**Highest occupied orbital energy**: -8.907 eV

***

Molecular formula: C6H20N2O3P
Method: DFT, ωB97M-V/def2-TZVPD

Element x y z (Å)
P1 -1.4443 -0.5358 0.1427
O1 -2.0865 1.0452 0.5743
O2 -2.0734 -2.0389 3.7660
O3 -2.5038 -0.6013 -1.2381
N1 -0.2334 0.2999 -0.9499
N2 -0.9010 -2.2211 -0.2595
C1 3.5291 0.1459 -0.7961
C2 -3.2667 0.5431 -1.4396
C3 4.0605 1.2125 0.1655
C4 1.0367 0.6867 -0.3904
C5 -2.8447 1.6328 -0.4250
C6 2.1497 -0.3886 -0.4123
H1 -0.1175 -0.2260 -1.8069
H2 1.8514 -1.1567 -1.1313
H3 -2.4525 -1.1240 0.9709
H4 4.5150 0.7525 1.0462
H5 1.4210 1.5869 -0.8985
H6 -0.2524 -2.4948 0.4731
H7 2.2205 -0.8975 0.5554
H8 0.8411 0.9878 0.6432
H9 4.2412 -0.6859 -0.8223
H10 -2.7487 -1.3581 3.8299
H11 -2.2764 2.4230 -0.9403
H12 -0.5360 -0.3985 1.2495
H13 -3.7380 2.1002 0.0144
H14 -0.3710 -2.2479 -1.1235
H15 4.8173 1.8460 -0.3024
H16 3.4869 0.5466 -1.8138
H17 -3.1293 0.9130 -2.4664
H18 -4.3369 0.3087 -1.3242
H19 3.2588 1.8648 0.5130
H20 -2.1168 -2.5202 4.5963

**Net charge**: -1
**LUMO**: 3.3 eV
**Highest occupied orbital energy**: -3.622 eV

***

Molecular formula: C6H20N6
Method: DFT, ωB97M-V/def2-TZVPD

Element x y z (Å)
N1 -0.1445 -1.6183 1.6679
N2 0.5440 2.3330 -1.4884
N3 -0.8045 2.5780 0.3156
N4 1.9422 -0.7743 0.6559
N5 -1.4819 1.2404 -1.4593
N6 1.8736 -1.4958 2.9008
C1 -3.0592 0.5859 0.4358
C2 1.6122 -1.1882 -0.6795
C3 1.1437 -1.0927 1.7759
C4 2.6630 -2.1503 -1.2934
C5 -0.6053 2.0410 -0.8895
C6 -2.8545 0.9143 -1.0475
H1 -0.3613 3.4762 0.4440
H2 -1.7298 2.5750 0.7270
H3 -3.1372 0.0255 -1.6097
H4 2.5534 -2.1463 -2.3829
H5 -3.6496 -0.3246 0.5273
H6 -3.5084 1.6786 -1.4755
H7 1.4407 -1.6442 3.7956
H8 3.6486 -1.7798 -1.0533
H9 0.6254 -1.6616 -0.6934
H10 -0.6290 -1.6596 0.7872
H11 2.5228 -3.1631 -0.9330
H12 0.9480 1.7160 -2.1732
H13 2.8755 -1.5812 2.9847
H14 1.5160 -0.3740 -1.4202
H15 -0.5017 -2.1912 2.4012
H16 -2.1480 0.5112 1.0005
H17 1.1753 3.0041 -1.0896
H18 2.5307 0.0184 0.8219
H19 -1.1772 0.8644 -2.3415
H20 -3.8227 1.2831 0.7883

**2S+1**: 2
**ΔE to the lowest compared entry with this formula, charge and spin**: 0.0 kcal/mol
**<S²>**: 0.75
**Net charge**: +1
**LUMO (spin up / spin down)**: -2.9 / -2.9 eV
**Highest occupied orbital energy (spin up / spin down)**: -7.095 / -11.523 eV